No. 1
Below is C4H4N2O in the gas phase, with properties calculated with the ωB97M-V functional and the def2-TZVPD basis.

Atoms and positions in Å:
N 2.390 0.023 -0.278
C 1.357 -0.555 -0.002
C 0.248 -1.269 0.173
C -1.081 -0.692 0.209
C -1.340 0.630 0.263
N -0.215 1.485 0.305
O -0.331 2.510 -0.334
H 2.829 0.537 0.485
H 0.376 -2.336 0.309
H -1.906 -1.393 0.103
H -2.330 1.064 0.147

Results
LUMO level = -0.0183 Ha
DFT total energy = -9236.2063 eV
HOMO = -8.79 eV
SMILES string = N=C=C/C=C\N=O

For each atom in turn, the Mulliken charge in e is: number 1, N, carries -0.48; number 2, C, carries 0.42; number 3, C, carries -0.52; number 4, C, carries -0.19; number 5, C, carries -0.21; number 6, N, carries 0.02; number 7, O, carries -0.40; number 8, H, carries 0.30; number 9, H, carries 0.34; number 10, H, carries 0.34; number 11, H, carries 0.38


No. 2
Below is 2 unconnected molecules or ions with the total composition C7H9OPS in a non-equilibrium geometry, with properties calculated with the ωB97M-V functional and the def2-TZVPD basis.

Atoms and positions in Å:
C 0.260 0.652 3.376
C 1.407 0.750 2.547
C -0.797 -0.016 2.869
C 1.523 0.079 1.360
C -0.791 -0.622 1.693
C 0.384 -0.581 0.947
C -1.368 -0.825 -3.448
O -0.108 1.278 -2.405
P 0.253 -0.326 -2.604
S 1.648 -0.446 -4.065
H 0.192 1.146 4.257
H 2.362 1.246 3.021
H -1.573 -0.149 3.628
H 2.481 -0.130 0.701
H -1.610 -1.217 1.276
H -1.591 -0.037 -4.142
H -1.269 -1.712 -4.009
H -2.149 -0.773 -2.731
H 0.747 1.684 -2.273

Results
LUMO level (alpha / beta) = -0.0760 / -0.0174 Ha
DFT total energy = -29573.1175 eV
HOMO (alpha / beta) = -9.15 / -8.73 eV

For each atom in turn, the Mulliken charge in e is: number 1, C, carries -0.57; number 2, C, carries -0.21; number 3, C, carries -0.20; number 4, C, carries -0.18; number 5, C, carries -0.38; number 6, C, carries -0.07; number 7, C, carries -1.01; number 8, O, carries -0.45; number 9, P, carries 0.46; number 10, S, carries -0.33; number 11, H, carries 0.48; number 12, H, carries 0.22; number 13, H, carries 0.28; number 14, H, carries 0.29; number 15, H, carries 0.36; number 16, H, carries 0.32; number 17, H, carries 0.36; number 18, H, carries 0.32; number 19, H, carries 0.32


No. 3
Below is a molecular structure, C16H12CuN2O6 in a non-equilibrium geometry, with properties calculated with the ωB97M-V functional and the def2-TZVPD basis.

Atoms and positions in Å:
O 0.185 3.422 -3.336
C 0.042 2.311 -3.530
Cu -0.460 -0.448 -2.977
O 0.040 0.067 -6.873
C 0.183 0.156 -5.751
C -0.208 -2.243 -3.487
O 0.068 -3.353 -3.394
C -2.159 -0.232 -3.750
O -3.302 -0.132 -3.871
C 2.112 -0.015 -3.474
O 3.230 0.078 -3.287
C -1.073 0.312 3.297
N -1.224 0.254 1.857
N -0.184 0.098 1.004
C -0.632 0.276 -0.276
O 0.161 0.127 -1.269
C -2.003 0.643 -0.174
C -2.314 0.645 1.165
C -3.578 1.016 1.835
C 1.127 -0.309 1.406
C 1.296 -1.438 2.219
C 2.587 -1.804 2.616
C 3.684 -1.037 2.196
C 3.502 0.075 1.364
C 2.221 0.423 0.943
H -0.189 -0.233 3.615
H -1.957 -0.142 3.757
H -0.994 1.353 3.635
H -2.640 0.866 -1.017
H -3.970 0.206 2.471
H -3.450 1.911 2.467
H -4.314 1.250 1.051
H 0.422 -2.022 2.522
H 2.717 -2.692 3.239
H 4.687 -1.329 2.500
H 4.353 0.665 1.023
H 2.034 1.274 0.283

Results
LUMO level (alpha / beta) = -0.2385 / -0.3940 Ha
Multiplicity = 2
DFT total energy = -76672.9369 eV
Net charge = +2
HOMO (alpha / beta) = -15.99 / -15.77 eV
⟨S²⟩ = 0.77

For each atom in turn, the Mulliken charge in e is: number 1, O, carries -0.18; number 2, C, carries 0.21; number 3, Cu, carries 0.42; number 4, O, carries -0.17; number 5, C, carries 0.15; number 6, C, carries 0.44; number 7, O, carries -0.13; number 8, C, carries 0.37; number 9, O, carries -0.18; number 10, C, carries 0.16; number 11, O, carries -0.18; number 12, C, carries -1.03; number 13, N, carries 0.05; number 14, N, carries 0.56; number 15, C, carries 0.99; number 16, O, carries -0.65; number 17, C, carries -0.80; number 18, C, carries 0.40; number 19, C, carries -1.46; number 20, C, carries 0.43; number 21, C, carries -0.20; number 22, C, carries -0.79; number 23, C, carries -0.41; number 24, C, carries -0.84; number 25, C, carries -0.31; number 26, H, carries 0.55; number 27, H, carries 0.36; number 28, H, carries 0.37; number 29, H, carries 0.39; number 30, H, carries 0.38; number 31, H, carries 0.37; number 32, H, carries 0.36; number 33, H, carries 0.67; number 34, H, carries 0.41; number 35, H, carries 0.43; number 36, H, carries 0.42; number 37, H, carries 0.44


No. 4
Below is a molecular structure, C24H30ClN4O4PS2W in a non-equilibrium geometry, with properties calculated with the ωB97M-V functional and the def2-TZVPD basis.

Atoms and positions in Å:
W 0.116 -0.085 0.058
C 0.986 1.145 3.245
N -0.128 0.493 2.474
C -1.223 1.478 2.481
C -2.316 1.192 1.510
C -3.643 1.449 1.810
C -4.605 1.283 0.831
C -4.204 0.854 -0.425
C -2.870 0.584 -0.645
N -1.925 0.747 0.302
C -0.489 -0.785 3.111
C -1.072 -1.838 2.214
C -1.836 -2.862 2.751
C -2.179 -3.944 1.962
C -1.736 -3.986 0.648
C -1.013 -2.920 0.163
N -0.704 -1.854 0.922
C 1.833 1.883 2.290
C 2.477 3.060 2.236
C 3.271 3.187 1.053
C 2.543 1.753 -1.299
C 4.428 0.680 0.159
N 2.027 1.045 1.167
H 1.551 0.341 3.718
H 0.587 1.797 4.027
H -0.764 2.429 2.187
H -1.631 1.602 3.490
H -3.906 1.785 2.804
H -5.646 1.484 1.043
H -4.912 0.716 -1.229
H -2.525 0.224 -1.602
H -1.145 -0.633 3.975
H 0.445 -1.224 3.471
H -2.133 -2.814 3.790
H -2.771 -4.752 2.370
H -1.948 -4.826 0.003
H -0.654 -2.897 -0.856
H 2.429 3.847 2.973
H 3.750 4.024 0.581
H 3.067 1.420 -2.168
H 5.387 1.152 0.030
C -0.043 3.922 -4.560
C -1.168 3.284 -3.783
O -0.997 1.848 -3.548
P 0.277 1.133 -2.977
S -0.257 -0.671 -2.371
S 0.835 2.274 -1.331
O 1.305 1.216 -4.138
C 2.606 0.611 -4.449
C 2.762 -0.801 -3.948
H -0.293 4.972 -4.718
H 0.084 3.447 -5.532
H 0.903 3.883 -4.022
H -2.103 3.332 -4.334
H -1.307 3.752 -2.809
H 3.362 1.283 -4.048
H 2.647 0.672 -5.534
H 2.753 -0.858 -2.858
H 3.723 -1.174 -4.307
H 1.978 -1.446 -4.339
Cl 3.138 1.705 0.239
C 4.194 -0.824 0.172
C 2.767 -1.269 0.534
O 1.862 -1.215 -0.424
O 2.492 -1.524 1.698
H 4.819 -1.239 0.962
H 4.476 -1.240 -0.800

Results
LUMO level (alpha / beta) = -0.0981 / -0.1214 Ha
Multiplicity = 4
DFT total energy = -84816.9592 eV
Net charge = +1
HOMO (alpha / beta) = -8.52 / -8.69 eV
⟨S²⟩ = 3.77

For each atom in turn, the Mulliken charge in e is: number 1, W, carries 0.97; number 2, C, carries -1.13; number 3, N, carries 0.65; number 4, C, carries -1.36; number 5, C, carries 0.98; number 6, C, carries -1.07; number 7, C, carries -0.48; number 8, C, carries -1.01; number 9, C, carries -0.15; number 10, N, carries 0.16; number 11, C, carries -1.44; number 12, C, carries 1.17; number 13, C, carries -1.04; number 14, C, carries -0.44; number 15, C, carries -0.99; number 16, C, carries -0.10; number 17, N, carries 0.44; number 18, C, carries 0.12; number 19, C, carries -0.71; number 20, C, carries -0.85; number 21, C, carries -0.33; number 22, C, carries -0.92; number 23, N, carries -0.01; number 24, H, carries 0.37; number 25, H, carries 0.39; number 26, H, carries 0.56; number 27, H, carries 0.42; number 28, H, carries 0.50; number 29, H, carries 0.45; number 30, H, carries 0.47; number 31, H, carries 0.41; number 32, H, carries 0.30; number 33, H, carries 0.52; number 34, H, carries 0.50; number 35, H, carries 0.45; number 36, H, carries 0.46; number 37, H, carries 0.48; number 38, H, carries 0.50; number 39, H, carries 0.52; number 40, H, carries 0.54; number 41, H, carries 0.49; number 42, C, carries -0.96; number 43, C, carries -0.28; number 44, O, carries -0.32; number 45, P, carries 0.95; number 46, S, carries -0.64; number 47, S, carries -0.36; number 48, O, carries -0.24; number 49, C, carries -0.52; number 50, C, carries -0.72; number 51, H, carries 0.43; number 52, H, carries 0.27; number 53, H, carries 0.27; number 54, H, carries 0.36; number 55, H, carries 0.29; number 56, H, carries 0.44; number 57, H, carries 0.38; number 58, H, carries 0.03; number 59, H, carries 0.43; number 60, H, carries 0.33; number 61, Cl, carries 0.49; number 62, C, carries -0.74; number 63, C, carries 0.62; number 64, O, carries -0.49; number 65, O, carries -0.57; number 66, H, carries 0.45; number 67, H, carries 0.34


No. 5
Below is a molecular structure, C4H5LiORh in a non-equilibrium geometry, with properties calculated with the ωB97M-V functional and the def2-TZVPD basis.

Atoms and positions in Å:
C -1.464 1.875 -0.358
C -2.666 1.693 -0.507
H -3.727 1.563 -0.644
C -0.125 -1.248 0.152
C 1.284 -0.847 0.159
O 1.692 0.337 0.124
Rh 0.470 1.886 -0.079
H -0.182 -2.314 0.429
H -0.618 -0.721 0.985
H -0.413 -1.170 -0.930
H 2.022 -1.629 0.400
Li 3.727 0.575 0.268

Results
LUMO level (alpha / beta) = -0.4957 / -0.6255 Ha
Multiplicity = 5
DFT total energy = -9449.6348 eV
Net charge = +3
HOMO (alpha / beta) = -24.53 / -24.96 eV
⟨S²⟩ = 6.02

For each atom in turn, the Mulliken charge in e is: number 1, C, carries -0.34; number 2, C, carries 0.85; number 3, H, carries 0.46; number 4, C, carries -1.30; number 5, C, carries 0.78; number 6, O, carries -0.84; number 7, Rh, carries 0.88; number 8, H, carries 0.34; number 9, H, carries 0.43; number 10, H, carries 0.41; number 11, H, carries 0.38; number 12, Li, carries 0.94


No. 6
Below is C24H36N2O5 in the gas phase, with properties calculated with the ωB97M-V functional and the def2-TZVPD basis.

Atoms and positions in Å:
C -6.543 -4.245 2.870
H -6.561 -4.354 1.788
C -6.404 -2.777 3.250
C -5.127 -2.184 2.651
O -4.798 -0.890 3.124
C -5.722 0.152 2.897
C -5.103 1.414 3.511
C -3.842 1.802 2.741
H -3.106 1.006 2.855
H -3.424 2.727 3.140
C -4.163 1.978 1.256
N -4.778 0.782 0.733
C -4.181 -0.105 -0.096
O -4.729 -1.130 -0.462
C -2.796 0.250 -0.543
C -2.562 0.869 -1.766
C -1.273 1.143 -2.169
C -0.184 0.792 -1.368
C -0.418 0.148 -0.157
C -1.716 -0.117 0.245
H -1.889 -0.622 1.185
H 0.393 -0.157 0.485
O 1.036 1.141 -1.861
C 2.212 0.845 -1.130
C 3.312 1.774 -1.646
H 3.023 2.813 -1.488
H 3.433 1.610 -2.717
C 4.625 1.476 -0.917
N 4.995 0.092 -1.095
C 6.090 -0.386 -1.736
O 6.271 -1.581 -1.878
C 7.087 0.643 -2.240
C 8.293 -0.046 -2.870
O 9.204 0.950 -3.280
C 10.367 0.418 -3.858
H 10.135 -0.170 -4.754
H 10.995 1.264 -4.131
H 10.906 -0.224 -3.149
H 8.761 -0.720 -2.139
H 7.973 -0.655 -3.728
H 7.438 1.264 -1.414
H 6.622 1.288 -2.987
C 3.992 -0.836 -0.612
C 2.659 -0.608 -1.322
H 1.909 -1.298 -0.935
H 2.773 -0.798 -2.391
H 4.362 -1.845 -0.800
H 3.868 -0.694 0.469
H 5.409 2.135 -1.283
H 4.491 1.664 0.156
H 2.051 1.051 -0.061
H -1.076 1.631 -3.111
H -3.395 1.140 -2.397
C -6.002 0.415 1.404
H -6.403 -0.471 0.910
H -6.728 1.231 1.319
H -3.259 2.202 0.688
H -4.871 2.807 1.129
H -4.855 1.215 4.553
H -5.834 2.224 3.474
H -6.679 -0.067 3.397
H -4.269 -2.791 2.956
H -5.183 -2.202 1.556
H -7.276 -2.230 2.884
H -6.369 -2.673 4.337
H -7.464 -4.658 3.274
H -5.706 -4.822 3.258

Results
LUMO level = 0.0238 Ha
DFT total energy = -38690.4643 eV
HOMO = -8.57 eV
SMILES string = CCCO[C@H]1CCCN(C(=O)c2ccc(OC3CCN(C(=O)CCOC)CC3)cc2)C1

For each atom in turn, the Mulliken charge in e is: number 1, C, carries -1.37; number 2, H, carries 0.34; number 3, C, carries -0.21; number 4, C, carries -0.38; number 5, O, carries -0.36; number 6, C, carries 0.41; number 7, C, carries -1.19; number 8, C, carries -0.45; number 9, H, carries 0.21; number 10, H, carries 0.39; number 11, C, carries -0.89; number 12, N, carries 0.17; number 13, C, carries 0.51; number 14, O, carries -0.70; number 15, C, carries -0.65; number 16, C, carries -0.07; number 17, C, carries -0.82; number 18, C, carries 0.91; number 19, C, carries -0.28; number 20, C, carries -0.61; number 21, H, carries 0.53; number 22, H, carries 0.42; number 23, O, carries -0.44; number 24, C, carries 0.04; number 25, C, carries -0.64; number 26, H, carries 0.43; number 27, H, carries 0.24; number 28, C, carries -0.89; number 29, N, carries 0.09; number 30, C, carries 0.94; number 31, O, carries -0.67; number 32, C, carries -0.66; number 33, C, carries -0.64; number 34, O, carries -0.30; number 35, C, carries -0.72; number 36, H, carries 0.29; number 37, H, carries 0.24; number 38, H, carries 0.30; number 39, H, carries 0.38; number 40, H, carries 0.35; number 41, H, carries 0.34; number 42, H, carries 0.31; number 43, C, carries -1.13; number 44, C, carries -0.50; number 45, H, carries 0.46; number 46, H, carries 0.26; number 47, H, carries 0.45; number 48, H, carries 0.36; number 49, H, carries 0.50; number 50, H, carries 0.23; number 51, H, carries 0.23; number 52, H, carries 0.44; number 53, H, carries 0.48; number 54, C, carries -1.42; number 55, H, carries 0.54; number 56, H, carries 0.43; number 57, H, carries 0.40; number 58, H, carries 0.41; number 59, H, carries 0.47; number 60, H, carries 0.38; number 61, H, carries 0.29; number 62, H, carries 0.38; number 63, H, carries 0.21; number 64, H, carries 0.24; number 65, H, carries 0.29; number 66, H, carries 0.39; number 67, H, carries 0.34